Version w
Below is C6H9NS in the gas phase, with properties calculated with ωB97M-V/def2-TZVPD.

Structure (ORCA input):
```
! wB97M-V def2-TZVPD RIJCOSX def2/J DEFGRID3
* xyz 0 1
C -0.87 0.13 2.74
C -0.45 -0.31 1.25
C 1.04 0.02 0.89
C 0.99 -0.24 -0.66
S 0.97 0.62 -2.23
C -0.26 0.58 -0.91
C -1.27 -0.07 0.04
N -1.02 -1.47 0.56
H -1.97 0.30 2.90
H -0.40 -0.67 3.38
H -0.37 1.17 2.94
H 1.27 0.95 1.46
H 1.49 -0.89 1.36
H 0.90 -1.27 -0.83
H -0.03 1.62 -0.45
H -2.38 0.21 0.07
H -1.98 -1.81 0.88
*
```

Results
Structure (SMILES): C[C@]12C[C@@H]3S[C@H]3[C@H]1N2
LUMO in eV: 0.87

Löwdin population analysis, charges in e, atoms 1 to 8: atom 1 (C): -0.022, atom 2 (C): -0.488, atom 3 (C): -0.101, atom 4 (C): -0.547, atom 5 (S): 0.876, atom 6 (C): -0.524, atom 7 (C): -0.225, atom 8 (N): 0.074



Version x
Below is 2 unconnected molecules or ions with the total composition C6H9NS, with properties calculated with ωB97M-V/def2-TZVPD.

Structure (ORCA input):
```
! wB97M-V def2-TZVPD RIJCOSX def2/J DEFGRID3
* xyz 0 1
C 0.14 0.07 2.22
C -0.41 -0.56 1.19
C -0.46 -0.11 -0.19
C -0.61 -1.02 -1.16
C -0.27 1.34 -0.53
H 0.16 -0.38 3.20
H 0.63 1.03 2.15
H -0.83 -1.54 1.36
H -0.63 -0.75 -2.20
H -0.76 -2.06 -0.93
H -1.25 1.82 -0.66
H 0.28 1.45 -1.46
H 0.26 1.88 0.25
N 2.64 -1.21 -1.41
C 3.15 -0.81 -0.40
S 4.00 -0.36 0.81
H 1.70 -1.27 -1.73
*
```

Results
Structure (SMILES): C=CC(=C)C.N=C=S
LUMO in eV: 0.54

Löwdin population analysis, charges in e, atoms 1 to 8: atom 1 (C): 0.027, atom 2 (C): -0.156, atom 3 (C): -0.385, atom 4 (C): 0.009, atom 5 (C): -0.049, atom 6 (H): 0.057, atom 7 (H): 0.052, atom 8 (H): 0.103



Which is most stable, and by how much? version x, by 3.387 eV.



Version w
Below is C6H9NS in the gas phase, with properties calculated with ωB97M-V/def2-TZVPD.

Structure (ORCA input):
```
! wB97M-V def2-TZVPD RIJCOSX def2/J DEFGRID3
* xyz 0 1
C 0.45 0.96 0.91
C 0.39 1.24 -0.64
C 0.50 -0.16 -1.22
S 1.88 -0.95 -0.17
C 0.62 -0.54 1.11
C -0.68 -1.22 0.57
N -1.76 -0.44 0.03
C -0.78 -0.95 -0.89
H 1.31 1.53 1.28
H -0.41 1.27 1.45
H -0.56 1.74 -0.93
H 1.22 1.86 -0.91
H 0.72 -0.15 -2.31
H 0.90 -0.90 2.11
H -0.94 -2.14 1.06
H -1.76 0.56 0.19
H -1.10 -1.71 -1.62
*
```

Results
Structure (SMILES): C1C[C@H]2S[C@@H]1[C@H]1N[C@H]12
LUMO in eV: 0.88

Löwdin population analysis, charges in e, atoms 1 to 8: atom 1 (C): -0.228, atom 2 (C): -0.206, atom 3 (C): -0.460, atom 4 (S): 0.887, atom 5 (C): -0.493, atom 6 (C): -0.284, atom 7 (N): 0.065, atom 8 (C): -0.274



Version x
Below is C6H9NS in the gas phase, with properties calculated with ωB97M-V/def2-TZVPD.

Structure (ORCA input):
```
! wB97M-V def2-TZVPD RIJCOSX def2/J DEFGRID3
* xyz 0 1
C 2.39 -0.62 -0.22
C 1.23 -0.18 0.19
C 0.68 1.32 0.15
C -0.81 1.25 -0.14
N -1.09 -0.20 0.02
C -2.27 -0.80 -0.05
S -3.85 -0.03 0.01
C 0.08 -1.08 0.18
H 3.29 0.04 -0.19
H 2.63 -1.62 -0.24
H 1.45 1.97 -0.47
H 0.72 1.83 1.15
H -1.39 1.88 0.54
H -1.13 1.61 -1.20
H -2.25 -1.86 -0.09
H 0.29 -1.77 -0.77
H 0.04 -1.74 1.15
*
```

Results
Structure (SMILES): C=C1CCN(C=S)C1
LUMO in eV: 0.41

Löwdin population analysis, charges in e, atoms 1 to 8: atom 1 (C): 0.033, atom 2 (C): -0.297, atom 3 (C): -0.112, atom 4 (C): -0.170, atom 5 (N): -0.172, atom 6 (C): -0.619, atom 7 (S): 0.457, atom 8 (C): -0.154



Which is most stable, and by how much? version w, by 0.742 eV.



Version w
Below is C3H5NOS2 in the gas phase, with properties calculated with ωB97M-V/def2-TZVPD.

Structure (ORCA input):
```
! wB97M-V def2-TZVPD RIJCOSX def2/J DEFGRID3
* xyz 0 1
C -0.53 1.72 -2.00
N -0.52 2.14 -0.79
S -0.67 1.12 0.47
C -0.06 -0.53 0.07
O 0.42 -0.96 -1.01
C -0.05 -1.43 1.33
S 1.54 -1.34 1.89
H -0.40 2.62 -2.55
H -0.30 0.70 -2.49
H 0.22 -2.52 0.94
H -0.96 -1.47 1.97
H 1.31 -0.06 2.17
*
```

Results
Structure (SMILES): C=NSC(=O)CS
LUMO in eV: 0.17

Löwdin population analysis, charges in e, atoms 1 to 8: atom 1 (C): -0.108, atom 2 (N): -0.402, atom 3 (S): 0.948, atom 4 (C): -0.733, atom 5 (O): -0.046, atom 6 (C): -0.669, atom 7 (S): 0.790, atom 8 (H): 0.049



Version x
Below is C3H5NOS2 in the gas phase, with properties calculated with ωB97M-V/def2-TZVPD.

Structure (ORCA input):
```
! wB97M-V def2-TZVPD RIJCOSX def2/J DEFGRID3
* xyz 0 1
O -0.30 1.93 -0.55
C 0.20 1.09 0.49
C 0.29 -0.36 0.01
C 1.63 -1.03 -0.24
S 3.07 -0.32 0.00
N -0.69 -1.15 -0.22
S -2.27 -0.59 0.07
H -1.20 1.66 -0.73
H 1.18 1.41 0.75
H -0.44 1.05 1.40
H 1.44 -2.05 -0.66
H -2.92 -1.65 -0.32
*
```

Results
Structure (SMILES): OC/C(C=S)=N\S
LUMO in eV: -1.08

Löwdin population analysis, charges in e, atoms 1 to 8: atom 1 (O): -0.052, atom 2 (C): -0.253, atom 3 (C): -0.456, atom 4 (C): -0.581, atom 5 (S): 0.721, atom 6 (N): -0.311, atom 7 (S): 0.809, atom 8 (H): 0.029



Which is most stable, and by how much? version x, by 1.041 eV.



Version w
Below is C3H5NOS2 in the gas phase, with properties calculated with ωB97M-V/def2-TZVPD.

Structure (ORCA input):
```
! wB97M-V def2-TZVPD RIJCOSX def2/J DEFGRID3
* xyz 0 1
C 2.19 1.43 0.71
S 0.42 1.03 0.60
N 0.56 -0.14 -0.62
C -0.45 -0.78 -1.06
C -1.76 -0.70 -0.39
O -2.15 0.26 0.28
S -2.81 -2.10 -0.57
H 2.72 0.56 1.10
H 2.58 1.73 -0.27
H 2.26 2.23 1.43
H -0.18 -1.44 -1.84
H -3.37 -2.07 0.64
*
```

Results
Structure (SMILES): CS/N=C\C(=O)S
LUMO in eV: -0.40

Löwdin population analysis, charges in e, atoms 1 to 8: atom 1 (C): -0.387, atom 2 (S): 0.895, atom 3 (N): -0.260, atom 4 (C): -0.275, atom 5 (C): -0.801, atom 6 (O): -0.069, atom 7 (S): 0.830, atom 8 (H): 0.029



Version x
Below is C3H5NOS2 in the gas phase, with properties calculated with ωB97M-V/def2-TZVPD.

Structure (ORCA input):
```
! wB97M-V def2-TZVPD RIJCOSX def2/J DEFGRID3
* xyz 0 1
O -2.78 -0.79 -0.09
N -1.42 -0.71 -0.27
C -0.87 0.26 0.31
C 0.61 0.36 0.42
S 1.12 2.00 -0.30
C 1.27 -0.69 -0.46
S 2.51 -1.59 -0.01
H -3.09 -1.35 -0.79
H -1.40 0.99 0.89
H 0.92 0.20 1.38
H 2.18 2.08 0.43
H 0.94 -0.76 -1.51
*
```

Results
Structure (SMILES): O/N=C/[C@H](S)C=S
LUMO in eV: -0.20

Löwdin population analysis, charges in e, atoms 1 to 8: atom 1 (O): -0.024, atom 2 (N): -0.006, atom 3 (C): -0.209, atom 4 (C): -0.666, atom 5 (S): 0.789, atom 6 (C): -0.755, atom 7 (S): 0.702, atom 8 (H): 0.087



Which is most stable, and by how much? version w, by 1.606 eV.